[1]
Below is a structure of composition C23H43O5PtSSe2Si, with properties calculated with the ωB97M-V functional and the def2-TZVPD basis.

Element x y z (Å)
Pt -1.956 0.335 -0.117
C -2.958 -2.055 -0.375
C -2.961 -2.159 -1.762
C -4.063 -1.727 -2.472
C -5.155 -1.179 -1.795
C -5.179 -1.093 -0.429
C -4.074 -1.546 0.295
H -2.128 -2.433 0.186
H -2.111 -2.591 -2.299
H -4.073 -1.763 -3.569
H -6.027 -0.795 -2.348
H -6.063 -0.773 0.072
H -4.074 -1.551 1.376
O -1.876 6.153 1.609
C -2.910 5.518 0.895
C -2.412 4.139 0.405
C -1.324 4.347 -0.631
O -1.846 4.878 -1.833
C -1.844 3.404 1.630
Se -2.050 1.491 1.915
C -3.630 3.419 -0.201
Se -3.256 1.912 -1.375
H -2.251 6.885 2.128
H -3.215 6.095 0.016
H -3.796 5.361 1.516
H -0.873 3.380 -0.896
H -0.524 4.982 -0.224
H -2.041 5.817 -1.723
H -2.283 3.808 2.544
H -0.775 3.602 1.719
H -4.179 4.121 -0.834
H -4.310 3.036 0.562
C 0.622 -2.485 2.903
C 0.863 -3.320 1.630
C -0.172 -4.373 1.414
C 2.253 -3.906 1.638
O 0.742 -2.460 0.456
Si 1.529 -1.146 -0.076
S 0.063 0.065 -1.223
O 2.642 -1.383 -1.208
C 2.753 -2.015 -2.488
C 1.914 -3.269 -2.525
C 4.247 -2.346 -2.615
C 2.338 -1.036 -3.575
O 2.131 -0.304 1.170
C 2.854 0.950 1.352
C 3.616 1.363 0.127
C 3.804 0.758 2.514
C 1.812 1.976 1.726
H 0.577 -3.143 3.747
H -0.294 -1.913 2.826
H 1.435 -1.783 2.987
H -0.152 -5.117 2.240
H 0.007 -4.853 0.452
H -1.157 -3.918 1.384
H 2.355 -4.661 2.430
H 3.006 -3.141 1.821
H 2.434 -4.389 0.687
H 2.206 -3.935 -1.709
H 2.114 -3.808 -3.458
H 0.850 -3.027 -2.484
H 4.566 -2.981 -1.780
H 4.817 -1.396 -2.619
H 4.453 -2.870 -3.562
H 1.275 -0.827 -3.502
H 2.542 -1.508 -4.563
H 2.896 -0.107 -3.479
H 4.415 0.640 -0.084
H 4.063 2.312 0.354
H 2.990 1.458 -0.759
H 4.499 -0.069 2.330
H 3.258 0.593 3.435
H 4.407 1.647 2.653
H 1.108 2.143 0.885
H 2.309 2.917 1.967
H 1.227 1.648 2.597

## Properties
ΔE to the lowest compared entry with this formula, charge and spin in kcal/mol: 0.00
HOMO level (spin up / spin down) in eV: -10.85 / -11.37
Total charge: +1
Spin multiplicity: 5
Gap between HOMO and LUMO (spin up / spin down) in eV: 8.841 / 5.831
LUMO level (spin up / spin down) in eV: -2.01 / -5.54

[2]
Below is a cluster of 2 separate species, C23H44Br2ClN2O6P in total, with properties calculated with the ωB97M-V functional and the def2-TZVPD basis.

Element x y z (Å)
C -0.199 0.184 5.135
C -0.319 -0.053 3.616
Br -2.000 0.749 3.065
C -0.203 -1.533 3.282
Br -1.222 -2.691 4.478
C -0.543 -1.936 1.842
O -0.359 -0.884 0.930
C -0.925 -1.192 -0.338
C -2.427 -0.855 -0.257
O -3.210 -1.742 -1.066
O -4.308 -2.229 -0.309
C -0.247 -0.362 -1.413
O 1.044 -0.786 -1.760
C 2.072 -0.347 -0.887
C 2.226 1.194 -0.927
C 3.624 1.730 -0.614
C 3.615 3.211 -0.156
N 4.125 4.141 -1.163
C 3.361 -1.049 -1.336
C 3.233 -2.554 -1.607
C 3.650 -3.424 -0.405
C 2.452 -3.681 0.496
N 2.774 -3.985 1.887
C 1.845 -4.426 2.791
C 2.449 -4.572 3.979
C 3.814 -4.239 3.821
C 3.963 -3.894 2.526
P -1.238 -0.500 -3.018
O -2.394 0.640 -2.819
Cl 0.094 0.429 -4.294
H -0.012 1.242 5.297
H -1.175 0.001 5.567
H 0.563 -0.444 5.582
H 0.531 0.459 3.181
H 0.836 -1.810 3.445
H 0.102 -2.773 1.577
H -1.562 -2.331 1.827
H -0.865 -2.261 -0.567
H -2.781 -0.954 0.760
H -2.609 0.184 -0.522
H -3.933 -2.984 0.170
H -0.313 0.687 -1.091
H 1.912 -0.608 0.161
H 1.812 1.572 -1.863
H 1.573 1.577 -0.139
H 4.063 1.136 0.188
H 4.240 1.624 -1.500
H 2.631 3.509 0.193
H 4.290 3.274 0.697
H 3.442 4.342 -1.879
H 4.960 3.765 -1.587
H 3.721 -0.539 -2.229
H 4.138 -0.932 -0.588
H 3.935 -2.794 -2.403
H 2.256 -2.863 -1.972
H 4.033 -4.375 -0.764
H 4.430 -2.882 0.113
H 1.788 -4.430 0.072
H 1.887 -2.746 0.507
H 0.820 -4.616 2.541
H 1.957 -4.890 4.881
H 4.565 -4.248 4.584
H 4.875 -3.595 2.048
H -3.229 0.168 -2.948
C -5.493 2.445 -2.641
C -4.294 3.355 -2.861
O -4.572 4.484 -3.670
C -5.566 5.370 -3.191
C -5.249 5.981 -1.836
H -5.888 2.099 -3.598
H -5.204 1.577 -2.045
H -6.303 2.951 -2.115
H -3.515 2.801 -3.380
H -3.866 3.668 -1.902
H -6.543 4.873 -3.172
H -5.636 6.163 -3.935
H -5.176 5.226 -1.052
H -6.031 6.684 -1.549
H -4.297 6.513 -1.872

## Properties
HOMO level in eV: -8.58
Total charge: 0
Gap between HOMO and LUMO in eV: 8.904
LUMO level in eV: 0.32

[3]
Below is a structure of composition C23H44Br3FN5O3P, with properties calculated with the ωB97M-V functional and the def2-TZVPD basis.

Element x y z (Å)
C 2.069 1.523 2.829
N 1.719 2.371 1.709
C 1.761 2.016 0.348
C 2.516 0.750 -0.181
C 3.870 0.400 0.419
Br 4.719 -1.366 0.300
C 4.701 1.304 0.997
C 4.508 2.788 1.142
Br 6.432 0.851 1.749
N 2.759 1.051 -1.685
C 3.865 2.002 -2.059
N 5.210 1.526 -2.047
C 2.561 -0.065 -2.677
P 3.823 -1.391 -2.997
O 5.262 -1.014 -3.089
C 1.070 -0.644 -2.552
Br 0.885 -2.530 -3.022
N 0.452 -0.252 -1.290
C 1.312 -0.334 -0.103
C 1.717 -1.788 0.294
C 0.619 -2.750 0.843
C -0.615 -3.072 -0.009
C -1.756 -3.844 0.731
C -1.980 -3.508 2.214
C -2.738 -2.183 2.512
C -3.807 -1.822 1.467
C -4.840 -0.779 1.965
C -4.886 0.548 1.169
C -4.892 0.403 -0.361
C -4.764 1.839 -0.994
O -6.030 2.256 -1.481
C -6.055 2.488 -2.884
N 0.450 -0.012 1.064
C -0.737 0.192 0.866
O -1.819 0.551 0.647
H 2.319 0.480 2.588
H 1.145 1.459 3.526
H 2.897 1.880 3.472
H 1.880 3.341 1.906
H 2.165 2.899 -0.206
H 0.719 2.045 -0.068
H 5.479 3.299 1.075
H 4.168 3.000 2.165
H 3.844 3.313 0.462
H 1.943 1.640 -1.896
H 3.796 2.968 -1.557
H 3.626 2.281 -3.101
H 5.775 2.091 -1.430
H 5.627 1.478 -2.962
H 2.525 0.463 -3.643
H 3.460 -1.868 -4.285
H 3.717 -2.516 -2.149
H 0.470 -0.149 -3.319
H 0.183 0.711 -1.485
H 2.290 -2.328 -0.461
H 2.303 -1.622 1.204
H 1.148 -3.710 0.972
H 0.375 -2.457 1.867
H -0.280 -3.776 -0.783
H -1.050 -2.226 -0.550
H -1.478 -4.910 0.693
H -2.654 -3.764 0.112
H -1.057 -3.583 2.798
H -2.621 -4.309 2.615
H -2.029 -1.374 2.729
H -3.276 -2.357 3.456
H -4.357 -2.752 1.252
H -3.302 -1.553 0.535
H -4.575 -0.546 3.006
H -5.835 -1.235 2.003
H -5.839 1.034 1.432
H -4.100 1.212 1.540
H -5.828 -0.044 -0.711
H -4.046 -0.170 -0.753
H -4.002 1.792 -1.784
H -4.389 2.503 -0.205
H -6.385 1.566 -3.381
H -5.092 2.838 -3.273
H -6.778 3.295 -3.053
F -0.245 2.161 3.813

## Properties
HOMO level in eV: -6.17
Total charge: 0
Gap between HOMO and LUMO in eV: 4.943
LUMO level in eV: -1.22

[4]
Below is a structure of composition C23H44Br6O21, with properties calculated with the ωB97M-V functional and the def2-TZVPD basis.

Element x y z (Å)
C -9.800 -16.125 -4.679
Br -8.848 -17.840 -5.079
Br -8.507 -14.839 -3.981
Br -11.167 -16.404 -3.335
H -10.313 -15.692 -5.538
C -15.980 -19.293 -10.079
Br -15.975 -18.023 -11.623
Br -16.389 -21.073 -10.853
Br -17.293 -18.779 -8.650
H -14.963 -19.374 -9.696
C -11.449 -19.581 -12.425
O -12.694 -20.183 -12.695
C -12.770 -21.101 -13.661
O -11.989 -21.342 -14.572
O -14.049 -21.682 -13.550
C -14.412 -22.726 -14.409
H -10.702 -20.368 -12.315
H -11.404 -18.879 -11.592
H -11.157 -19.179 -13.395
H -14.132 -23.611 -13.838
H -13.912 -22.675 -15.376
H -15.483 -22.698 -14.609
C -12.760 -16.866 -9.669
O -13.335 -17.041 -8.422
C -12.551 -17.224 -7.324
O -11.326 -17.195 -7.317
O -13.375 -17.378 -6.181
C -14.759 -17.535 -6.255
H -13.490 -16.402 -10.333
H -12.576 -17.834 -10.136
H -11.843 -16.289 -9.552
H -15.236 -16.851 -6.957
H -15.224 -17.263 -5.308
H -14.891 -18.614 -6.339
C -19.367 -25.230 -5.569
O -19.041 -23.961 -6.039
C -17.774 -23.630 -6.420
O -16.929 -24.414 -6.690
O -17.667 -22.296 -6.456
C -16.452 -21.583 -6.752
H -20.454 -25.301 -5.535
H -18.950 -25.526 -4.606
H -19.061 -25.952 -6.327
H -16.337 -21.695 -7.830
H -15.527 -21.937 -6.297
H -16.459 -20.504 -6.598
C -19.748 -19.855 -4.257
O -19.863 -18.788 -5.142
C -18.863 -17.906 -5.421
O -17.650 -18.091 -5.142
O -19.373 -16.836 -6.081
C -18.428 -15.904 -6.520
H -20.712 -20.353 -4.160
H -19.478 -19.546 -3.247
H -18.981 -20.510 -4.672
H -19.050 -15.023 -6.679
H -18.049 -16.358 -7.436
H -17.652 -15.857 -5.756
C -6.281 -13.134 -10.593
O -6.626 -14.034 -9.533
C -7.187 -15.185 -9.876
O -7.319 -15.586 -11.012
O -7.721 -15.782 -8.767
C -8.133 -17.146 -8.860
H -6.013 -12.213 -10.076
H -7.083 -12.935 -11.304
H -5.339 -13.554 -10.945
H -9.210 -17.215 -9.014
H -7.970 -17.540 -7.857
H -7.401 -17.685 -9.461
C -9.965 -15.266 -12.066
O -11.265 -15.835 -12.224
C -12.043 -15.545 -13.233
O -11.845 -14.624 -14.036
O -13.147 -16.315 -13.195
C -14.240 -16.154 -14.143
H -9.950 -14.197 -12.276
H -9.179 -15.799 -12.601
H -9.715 -15.343 -11.008
H -14.930 -15.366 -13.841
H -14.717 -17.128 -14.252
H -13.787 -15.919 -15.107
C -10.543 -20.610 -8.074
O -11.154 -21.866 -8.313
C -12.420 -21.969 -8.799
O -13.116 -21.033 -9.210
O -12.710 -23.294 -8.948
C -14.086 -23.696 -9.268
H -9.783 -20.719 -7.300
H -11.150 -19.751 -7.789
H -9.924 -20.312 -8.920
H -13.990 -24.382 -10.109
H -14.696 -22.827 -9.518
H -14.625 -24.229 -8.485

## Properties
HOMO level in eV: -10.02
Total charge: 0
Gap between HOMO and LUMO in eV: 9.573
LUMO level in eV: -0.44

[5]
Below is a cluster of 8 separate species, C23H44BrN6O5 in total, with properties calculated with the ωB97M-V functional and the def2-TZVPD basis.

Element x y z (Å)
Br -0.464 -0.291 -0.225
C 0.236 4.212 -3.660
C 0.656 2.834 -3.185
O 0.453 1.853 -3.848
C 1.325 2.797 -1.827
H -0.786 4.416 -3.338
H 0.288 4.263 -4.747
H 0.891 4.988 -3.258
H 1.318 1.826 -1.337
H 0.884 3.538 -1.157
H 2.367 3.071 -2.044
C 4.286 -0.263 -3.971
C 2.987 -0.717 -3.331
O 2.059 -1.082 -4.018
N 2.921 -0.644 -1.973
C 4.004 -0.194 -1.122
H 4.227 -0.487 -5.031
H 5.168 -0.756 -3.556
H 4.430 0.814 -3.856
H 2.043 -0.880 -1.535
H 4.055 0.899 -1.035
H 4.960 -0.579 -1.467
H 3.851 -0.554 -0.105
C -6.223 -0.577 -1.321
C -4.720 -0.674 -1.236
O -4.072 -1.052 -2.193
N -4.138 -0.286 -0.068
C -4.802 0.079 1.153
H -6.501 0.280 -1.933
H -6.699 -0.460 -0.347
H -6.621 -1.479 -1.778
H -3.125 -0.323 -0.027
H -5.609 0.797 1.026
H -4.062 0.521 1.820
H -5.199 -0.797 1.687
C 2.297 -5.529 -0.505
C 1.685 -4.239 -0.997
O 1.488 -4.037 -2.182
N 1.379 -3.318 -0.042
C 1.408 -3.541 1.377
H 1.684 -5.965 0.285
H 3.294 -5.357 -0.089
H 2.397 -6.235 -1.322
H 0.898 -2.485 -0.366
H 0.452 -3.907 1.762
H 1.648 -2.607 1.889
H 2.196 -4.237 1.657
C -1.023 3.463 1.613
C -2.019 3.727 0.501
O -2.535 4.829 0.349
N -2.309 2.655 -0.268
C -3.319 2.688 -1.305
H -0.276 4.256 1.609
H -0.537 2.491 1.509
H -1.543 3.483 2.570
H -1.687 1.857 -0.230
H -3.431 3.713 -1.656
H -4.287 2.356 -0.921
H -3.020 2.033 -2.121
N -1.216 -1.854 2.776
C -2.516 -2.193 2.999
C -2.613 -2.767 4.238
C -1.316 -2.737 4.807
C -0.474 -2.172 3.878
H -0.899 -1.381 1.930
H -3.266 -1.971 2.260
H -3.544 -3.099 4.666
H -1.021 -3.078 5.787
H 0.584 -1.975 3.908
N 2.237 0.710 1.712
C 2.475 2.044 1.746
C 3.618 2.245 2.472
C 4.065 0.973 2.923
C 3.188 0.050 2.445
H 1.435 0.259 1.281
H 1.857 2.759 1.231
H 4.058 3.208 2.674
H 4.984 0.815 3.463
H 3.132 -1.021 2.532

## Properties
HOMO level in eV: -6.11
Total charge: -1
Gap between HOMO and LUMO in eV: 8.780
LUMO level in eV: 2.67

[6]
Below is a structure of composition C23H44CeNP3S, with properties calculated with the ωB97M-V functional and the def2-TZVPD basis.

Element x y z (Å)
Ce 0.449 -0.609 0.232
P -0.493 1.758 1.652
P -2.568 -0.304 -0.166
P 2.598 1.524 0.327
H 0.502 -1.830 -7.043
C 1.503 -2.056 -6.669
C 1.771 -3.027 -5.792
H 1.001 -3.577 -5.241
C -1.037 3.246 0.718
C -1.958 1.450 2.718
C 0.563 2.555 2.930
C -2.720 -1.611 -1.433
C -4.025 -0.723 0.866
C -3.264 1.097 -1.139
C 3.852 1.018 -0.909
C 3.750 1.821 1.730
C 2.308 3.243 -0.249
H 2.322 -1.480 -7.104
H 2.808 -3.354 -5.654
H -1.290 4.030 1.447
H -1.907 3.014 0.094
H -0.237 3.596 0.055
H -2.093 2.329 3.367
H -1.790 0.561 3.342
H -2.868 1.285 2.125
H -0.052 3.309 3.442
H 1.448 3.034 2.494
H 0.898 1.806 3.660
H -3.759 -1.686 -1.774
H -2.384 -2.576 -1.036
H -2.091 -1.362 -2.291
H -4.920 -0.205 0.494
H -3.852 -0.440 1.908
H -4.198 -1.805 0.832
H -4.209 0.785 -1.608
H -2.552 1.393 -1.920
H -3.461 1.957 -0.488
H 4.599 1.819 -0.962
H 3.384 0.848 -1.885
H 4.326 0.085 -0.595
H 4.659 2.305 1.346
H 4.017 0.853 2.173
H 3.320 2.446 2.518
H 3.268 3.690 -0.538
H 1.845 3.869 0.520
H 1.649 3.226 -1.125
C 0.726 -1.148 -3.375
C 0.972 0.034 -4.103
C 0.007 0.520 -4.979
C -1.185 -0.172 -5.167
C -1.363 -1.426 -4.581
C -0.396 -1.932 -3.722
S 1.736 -1.641 -2.084
H 0.035 0.398 -1.330
H 1.950 0.523 -3.970
H 0.208 1.431 -5.547
H -1.961 0.266 -5.793
H -2.268 -2.003 -4.767
H -0.493 -2.909 -3.252
C 0.250 -2.977 6.609
C 0.183 -2.293 5.281
C 1.097 -1.284 4.958
C 1.125 -0.773 3.666
N 0.286 -1.207 2.688
C -0.706 -2.068 3.051
C -0.763 -2.647 4.317
H 1.219 -3.483 6.716
H 0.157 -2.252 7.428
H -0.549 -3.721 6.691
H 1.794 -0.883 5.694
H 1.838 0.001 3.377
H -1.455 -2.291 2.282
H -1.556 -3.370 4.542

## Properties
ΔE to the lowest compared entry with this formula, charge and spin in kcal/mol: 12.71
HOMO level (spin up / spin down) in eV: -16.53 / -16.32
Total charge: +3
Spin multiplicity: 2
Gap between HOMO and LUMO (spin up / spin down) in eV: 6.780 / 4.838
LUMO level (spin up / spin down) in eV: -9.75 / -11.49